33
Properties=species:S:1:pos:R:3:forces:R:3:mulliken_charge:R:1 method="wB97M-V/def2-TZVPD" gap_ha="0.23987 / 0.23977" lumo_ev="-7.73 / -7.73" homo_energy_ev="-14.3 / -14.3" charge=+1
V 6.318 7.956 6.809 1.476 -0.365 -4.145 0.455
O 5.792 7.836 8.690 1.191 0.924 0.093 -0.262
C 5.787 9.085 9.491 0.080 -0.271 0.947 -0.386
C 5.717 10.413 8.710 -1.127 -0.488 2.003 -0.844
N 5.702 10.140 7.296 -0.022 -0.225 -1.085 0.373
C 4.306 10.287 6.701 1.412 2.186 -1.239 -0.678
C 4.268 9.534 5.376 -1.613 -0.383 -0.958 0.456
O 3.490 9.718 4.471 1.111 0.289 1.488 -0.523
O 5.110 8.503 5.345 2.076 -0.873 2.111 -0.401
C 6.671 11.069 6.688 0.724 0.042 -3.419 -0.479
C 7.646 10.246 5.735 3.621 2.284 -1.801 0.595
O 8.397 10.784 4.888 -3.613 -2.395 3.617 -0.513
O 7.778 8.911 6.062 -2.444 -0.051 1.059 -0.181
H 6.596 7.317 9.049 -1.194 0.072 -0.866 0.385
H 6.781 9.052 9.944 -0.502 0.129 0.681 0.414
H 4.940 8.917 10.171 0.598 0.360 0.103 0.292
H 6.560 11.038 9.053 -0.307 -0.514 -0.477 0.332
H 4.814 11.000 8.984 0.393 -0.479 -0.078 0.484
H 4.216 11.400 6.408 -0.448 -1.665 0.923 0.388
H 3.568 9.926 7.404 -0.232 0.033 -0.008 0.533
H 7.200 11.661 7.459 -0.002 -0.525 -0.850 0.440
H 6.227 11.780 5.914 0.104 -0.723 1.339 0.286
O 5.466 4.490 4.806 -0.447 -0.222 1.944 -0.459
P 6.216 5.551 5.714 2.834 -3.007 -0.668 0.975
O 7.064 6.507 4.925 -1.184 1.095 1.329 -0.395
O 5.236 6.311 6.623 0.799 1.416 0.984 -0.031
O 7.281 4.661 6.650 -1.058 0.796 0.442 -0.302
P 8.437 5.346 7.692 -1.795 -0.327 -1.089 0.713
O 8.137 4.818 9.210 0.096 0.495 -1.727 -0.461
O 9.768 5.159 7.152 0.082 -0.092 0.539 -0.559
O 7.810 6.796 7.709 -1.447 1.473 0.050 -0.374
H 4.916 3.836 5.340 0.919 0.953 -1.018 0.372
H 8.857 4.267 9.558 -0.080 0.057 -0.224 0.355



8
Properties=species:S:1:pos:R:3:forces:R:3:mulliken_charge:R:1 method="wB97M-V/def2-TZVPD" gap_ha="0.25563 / 0.27425" lumo_ev="-1.42 / -0.86" homo_energy_ev="-8.4 / -8.3" charge=0
C -1.624 -0.161 0.067 0.530 0.445 -0.053 -0.378
C 1.377 0.216 -0.029 0.146 -0.020 -0.219 -0.533
F -1.688 -1.435 0.404 -0.059 -0.564 0.127 -0.203
I 1.681 2.252 0.408 -0.146 -0.416 -0.043 0.152
I 2.183 -1.158 1.341 -0.299 0.303 -0.280 0.166
I 1.602 -0.300 -2.069 -0.104 0.100 0.503 0.147
H -1.711 0.049 -0.983 -0.021 0.027 -0.156 0.335
H -1.818 0.537 0.860 -0.047 0.125 0.122 0.314



18
Properties=species:S:1:pos:R:3:forces:R:3:mulliken_charge:R:1 method="wB97M-V/def2-TZVPD" gap_ha=0.36407 lumo_ev=0.53 homo_energy_ev=-9.4 charge=0 smiles="CN(C)C=O.O.O"
C 0.854 0.356 -1.455 3.014 -1.258 2.354 -0.060
N -0.478 0.237 -1.282 -1.857 1.143 0.956 0.184
C -1.248 -0.761 -1.990 0.145 0.652 -1.026 -1.053
C -1.052 0.793 0.030 -0.514 1.438 -0.903 -0.529
O 1.711 -0.574 -1.308 -2.500 2.544 -1.548 -0.628
H 1.161 1.437 -1.477 0.328 -0.760 -0.063 0.385
H -2.325 -0.477 -1.964 0.795 -0.782 0.452 0.417
H -0.990 -0.700 -3.054 -0.003 0.216 0.013 0.334
H -0.914 -1.744 -1.735 -0.732 -0.984 0.634 0.346
H -1.974 0.164 0.223 0.966 1.197 -0.208 0.349
H -0.362 0.616 0.844 0.107 -0.225 0.063 0.089
H -1.246 2.005 0.096 0.171 -3.100 -0.707 0.201
H 0.664 0.242 2.705 -0.631 0.211 0.816 0.299
H 0.872 1.564 3.312 0.766 1.262 0.332 0.319
O 0.219 0.889 3.316 0.006 -1.637 -1.138 -0.649
H 1.498 -2.016 1.500 -1.175 -3.820 -0.103 0.299
H 1.850 -0.871 0.653 0.099 -0.074 0.396 0.327
O 1.761 -1.159 1.585 1.015 3.979 -0.319 -0.630



114
Properties=species:S:1:pos:R:3:forces:R:3:mulliken_charge:R:1 method="wB97M-V/def2-TZVPD" gap_ha="0.11010 / 0.10869" lumo_ev="-3.60 / -3.61" multiplicity=2 homo_energy_ev="-6.6 / -6.6" s2=0.76 charge=0
Ir 0.720 0.074 0.231 0.171 -0.036 -1.337 1.151
C -0.972 -0.885 0.936 -0.148 0.274 1.687 -0.240
Si -1.005 -0.705 2.842 0.157 -0.646 -0.998 -1.995
C 0.837 -0.506 3.324 -0.781 0.028 0.258 -1.306
N 1.571 0.328 2.359 -0.379 0.008 -0.653 0.597
C 1.391 1.765 2.610 -0.075 0.576 0.312 0.201
C 2.057 2.288 3.889 0.081 -0.091 -0.168 -0.735
C 3.538 1.919 3.931 -0.110 -0.138 0.213 -0.951
C 3.683 0.415 3.718 -0.116 0.162 -0.159 -0.807
C 3.012 0.038 2.397 0.789 -0.233 0.020 -0.115
C -2.105 0.727 3.444 0.369 -0.275 -0.056 1.434
C -3.384 0.863 2.905 0.048 -0.066 -0.004 -0.737
C -4.259 1.833 3.357 -0.142 0.050 -0.056 -0.481
C -3.875 2.693 4.373 -0.070 0.070 0.028 -0.782
C -2.615 2.567 4.932 0.017 0.144 0.110 -0.742
C -1.744 1.594 4.471 0.059 -0.032 -0.072 0.060
C -1.703 -2.254 3.686 0.327 0.493 -0.022 0.677
C -1.034 -2.912 4.714 0.011 0.127 -0.059 -0.287
C -1.630 -3.952 5.402 -0.029 -0.168 0.142 -0.766
C -2.913 -4.355 5.072 0.027 -0.039 0.018 -0.492
C -3.578 -3.738 4.025 -0.142 -0.074 -0.011 -0.655
C -2.973 -2.705 3.336 0.093 0.092 0.001 -0.375
H -1.942 -0.552 0.563 -0.151 0.019 -0.199 0.141
H -0.941 -1.956 0.712 -0.054 -0.058 0.009 1.271
H 1.275 -1.504 3.293 -0.027 -0.139 -0.040 0.764
H 0.957 -0.148 4.348 0.143 -0.002 0.128 0.597
H 0.321 1.983 2.643 -0.016 -0.047 -0.055 -0.469
H 1.825 2.301 1.761 -0.002 -0.095 -0.072 0.330
H 1.561 1.884 4.775 -0.052 0.051 0.048 0.224
H 1.939 3.374 3.911 -0.110 0.026 0.058 0.444
H 3.973 2.214 4.888 0.034 0.079 -0.062 0.510
H 4.072 2.448 3.137 0.031 0.009 0.007 0.323
H 3.233 -0.131 4.552 0.098 -0.003 0.014 0.299
H 4.738 0.141 3.664 -0.046 -0.082 0.001 0.433
H 3.162 -1.020 2.177 -0.112 0.094 -0.056 -0.320
H 3.492 0.613 1.603 -0.088 -0.113 -0.108 0.207
H -3.699 0.191 2.120 -0.114 -0.107 -0.169 0.242
H -5.246 1.911 2.924 -0.098 0.016 -0.031 0.454
H -4.558 3.446 4.737 -0.057 0.061 0.023 0.391
H -2.311 3.226 5.734 0.020 0.045 0.064 0.448
H -0.768 1.515 4.927 0.169 -0.031 0.081 0.201
H -0.035 -2.605 4.987 0.143 0.054 0.108 0.322
H -1.101 -4.445 6.205 0.052 -0.040 0.064 0.402
H -3.392 -5.148 5.624 -0.042 -0.119 0.052 0.380
H -4.573 -4.057 3.751 -0.083 -0.059 -0.033 0.412
H -3.491 -2.238 2.514 -0.183 0.074 -0.152 0.272
O 4.564 0.388 -0.948 0.317 0.298 0.218 -0.745
C 3.361 0.316 -1.084 0.143 -1.284 -1.338 -0.321
O 2.489 0.996 -0.453 -0.386 1.466 0.961 -0.780
C 2.771 -0.670 -2.118 0.005 0.587 0.684 0.807
C 1.289 -2.108 -2.718 -0.319 -0.533 -0.134 0.328
C 1.451 -2.586 -4.105 0.001 0.337 0.761 -2.669
C 2.357 -2.032 -4.990 0.681 0.262 -0.453 0.146
C 3.398 -1.218 -4.572 -1.078 -0.754 0.451 -2.182
C 3.827 -1.139 -3.165 0.319 -0.065 0.251 0.282
N 4.160 -0.530 -5.544 0.006 0.173 -0.369 1.142
O 3.852 -0.673 -6.718 0.112 0.100 -0.430 -0.704
O 5.068 0.196 -5.162 0.191 0.112 -0.068 -0.694
N 0.507 -3.525 -4.594 0.376 0.191 0.011 1.332
O -0.371 -3.908 -3.835 -0.430 -0.324 0.177 -0.679
O 0.645 -3.922 -5.739 -0.252 -0.273 -0.567 -0.755
H 0.379 -2.524 -2.288 0.383 0.045 -0.184 2.111
H 2.241 -2.241 -6.047 -0.003 0.057 0.102 0.665
H 4.758 -0.578 -3.074 -0.175 -0.143 0.041 1.136
F -6.203 -0.418 -5.534 0.360 -0.059 0.259 -0.302
C -5.179 -0.669 -4.714 0.189 -0.014 -0.018 0.731
C -5.390 -0.754 -3.339 0.003 0.001 0.214 -0.044
F -6.621 -0.581 -2.844 0.094 0.012 -0.108 -0.312
C -4.327 -1.009 -2.492 -0.029 0.084 -0.001 0.169
F -4.532 -1.047 -1.165 -0.230 0.027 -0.447 -0.243
C -3.031 -1.232 -2.979 0.026 -0.100 -0.015 0.973
S -1.775 -1.709 -1.916 -0.062 0.600 -0.427 0.040
C -2.839 -1.113 -4.363 0.167 0.073 -0.034 -0.362
F -1.607 -1.272 -4.859 -0.528 -0.042 -0.048 -0.232
C -3.890 -0.830 -5.221 -0.054 0.030 -0.074 -0.041
F -3.674 -0.712 -6.533 -0.080 -0.013 0.124 -0.322
N 0.996 3.178 -1.713 -0.496 0.555 0.701 -0.127
C 0.161 3.446 -0.670 0.129 -1.425 -0.867 0.271
C 0.197 4.654 0.005 -0.336 0.915 1.174 -0.963
C -0.636 4.907 1.089 0.498 -0.787 -1.036 -0.728
C -1.532 3.903 1.479 -0.045 -0.076 0.172 -0.701
C -1.594 2.749 0.758 0.481 -0.162 -0.473 -1.154
N -0.775 2.473 -0.325 -0.345 1.968 0.446 0.984
H 1.691 3.887 -1.897 -0.010 -0.046 0.065 0.362
H 1.363 2.234 -1.748 0.156 -0.141 0.075 0.022
H 0.910 5.397 -0.317 0.105 -0.002 -0.034 0.424
H -0.584 5.840 1.622 0.021 0.171 0.025 0.498
H -2.193 4.039 2.321 -0.038 -0.124 0.039 0.460
H -2.318 1.985 0.986 -0.042 -0.134 -0.041 1.108
C 4.669 -2.881 -0.159 0.543 0.036 -0.386 -0.658
C 4.913 -2.706 -1.463 -0.048 -0.191 0.342 -1.528
C 3.823 -2.535 -2.461 0.118 -0.322 -0.032 0.580
C 2.508 -2.171 -1.773 0.541 0.251 -0.211 0.144
C 2.271 -2.601 -0.384 0.091 -0.194 0.301 -0.756
C 3.327 -2.916 0.381 -0.700 0.039 -0.108 -0.966
C 1.348 -0.530 -2.674 -0.243 1.043 -0.090 0.489
C 0.317 0.092 -1.788 0.409 -0.423 1.018 -1.214
C -0.556 1.034 -2.371 -0.575 -1.235 0.602 1.262
C -0.648 1.372 -3.733 -0.635 0.829 -1.224 -0.850
C -1.551 2.298 -4.216 1.526 -1.421 -0.287 -1.166
C -2.455 2.959 -3.365 -0.708 0.167 1.900 -0.987
C -2.467 2.666 -2.040 -0.209 0.896 -1.142 -0.810
C -1.505 1.722 -1.431 0.355 -0.663 0.503 1.600
H 5.481 -3.038 0.535 0.179 0.010 -0.014 0.420
H 5.922 -2.733 -1.847 0.197 0.018 0.023 0.440
H 3.802 -3.376 -3.165 0.007 -0.047 0.051 0.394
H 1.250 -2.681 -0.031 -0.104 -0.068 0.140 0.700
H 3.199 -3.241 1.405 -0.084 -0.022 0.076 0.577
H 1.352 -0.070 -3.662 0.003 -0.201 -0.066 1.232
H 0.000 0.906 -4.459 0.052 -0.084 0.056 0.489
H -1.557 2.519 -5.271 0.011 -0.018 -0.137 0.468
H -3.136 3.690 -3.773 -0.149 0.021 0.021 0.493
H -3.143 3.166 -1.361 -0.162 0.056 0.018 0.535
H -2.041 0.939 -0.880 0.147 0.099 -0.012 -0.748



18
Properties=species:S:1:pos:R:3:forces:R:3:mulliken_charge:R:1 method="wB97M-V/def2-TZVPD" gap_ha=0.30892 lumo_ev=0.62 homo_energy_ev=-7.8 charge=0 smiles=COc1cc(O)ccc1O
C -0.701 2.011 1.895 -1.053 -1.523 -0.102 -0.777
C -0.472 0.067 0.256 0.084 0.191 -0.777 1.019
C 0.682 0.441 -0.425 0.186 -0.784 -0.267 -0.535
C 1.358 -0.369 -1.319 0.144 -0.442 1.044 0.730
C 0.898 -1.662 -1.526 0.607 1.114 -1.376 -0.759
C -0.315 -1.919 -0.941 -2.565 -2.333 1.508 -0.387
C -1.080 -1.174 0.009 4.068 1.277 -2.437 -0.276
H -1.130 3.041 1.917 -0.161 -1.101 -1.175 0.261
H -0.893 1.625 2.891 -0.242 -0.310 0.067 0.289
H 0.351 2.066 1.835 1.207 0.078 -0.577 0.341
H 1.094 1.398 -0.369 0.191 1.701 0.563 0.384
H 2.969 0.768 -1.396 -1.341 -1.835 -1.381 0.320
H 1.451 -2.238 -2.319 -1.032 0.096 1.224 0.328
H -0.785 -2.882 -1.092 0.100 -0.316 -0.461 0.341
H -2.390 -0.714 1.130 -0.645 -0.593 -0.378 0.393
O -1.251 0.952 0.915 -0.426 2.843 2.384 -0.498
O 2.503 0.036 -1.940 1.421 1.846 1.065 -0.585
O -2.290 -1.448 0.480 -0.542 0.090 1.075 -0.590



42
Properties=species:S:1:pos:R:3:forces:R:3:mulliken_charge:R:1 method="wB97M-V/def2-TZVPD" gap_ha=0.40356 lumo_ev=-2.52 homo_energy_ev=-13.5 charge=+1
C -1.746 1.377 0.602 -2.023 0.463 3.386 -1.625
C -0.447 0.680 0.559 1.211 -2.502 -2.537 0.850
C 0.019 0.598 -0.926 0.999 0.311 -0.199 -0.044
C 0.971 -0.472 -1.404 0.361 0.525 -1.213 0.139
N 1.334 -0.308 -2.769 -0.587 -0.633 1.585 -0.445
O 1.520 -1.340 -0.755 0.101 -0.011 0.496 -0.635
N -0.538 -0.768 1.072 0.705 -0.671 1.442 0.008
H -2.520 0.770 1.180 0.974 0.384 -0.789 0.338
H -2.204 1.586 -0.343 0.206 0.506 -0.436 0.479
H -1.698 2.240 1.313 -0.001 -0.196 -1.141 0.219
H 0.453 0.983 1.075 -0.494 1.015 0.616 0.422
H -0.777 0.694 -1.696 0.401 0.135 0.821 0.071
H 0.710 1.483 -1.069 -1.175 -0.746 0.054 -0.016
H 0.500 -0.179 -3.329 0.361 0.120 -0.396 0.271
H 1.931 -1.089 -3.040 -0.374 0.251 -0.245 0.306
H -0.435 -1.510 0.361 0.130 0.195 0.120 0.119
H -1.330 -1.029 1.666 -0.328 0.656 -0.258 0.437
H 0.265 -0.831 1.742 -0.388 -0.366 -0.753 0.034
H 1.677 -0.641 3.576 0.882 0.324 0.147 0.278
H 2.415 0.793 3.386 0.177 -0.475 0.381 0.260
O 1.698 0.212 3.127 -1.163 0.056 -0.571 -0.567
H 2.866 -2.779 1.709 -0.032 0.069 -0.175 0.278
H 1.837 -1.975 0.803 0.803 -0.230 0.498 0.475
O 1.987 -2.389 1.691 -0.682 0.210 -0.236 -0.678
H 0.560 -4.139 -0.697 0.473 0.302 0.643 0.309
H 0.591 -3.456 0.796 1.029 -0.559 -0.283 0.397
O 0.074 -3.804 0.064 -1.598 0.182 -0.201 -0.652
H 3.979 2.411 -0.254 0.867 -0.232 -0.976 0.284
H 3.201 1.568 -1.526 1.181 0.628 0.316 0.325
O 3.237 1.964 -0.645 -1.985 -0.402 0.763 -0.606
H -0.925 0.286 4.117 0.004 0.463 0.181 0.307
H -1.667 1.613 3.744 0.203 -0.085 0.243 0.306
O -1.641 0.664 3.596 -0.100 -0.481 -0.369 -0.604
H -4.175 -2.180 -0.172 0.398 0.651 0.590 0.319
H -3.298 -1.100 -1.087 -0.346 -0.376 1.340 0.303
O -3.884 -1.861 -1.022 -0.028 -0.321 -1.729 -0.627
H -2.952 0.205 -2.397 -0.618 0.111 -1.228 0.224
H -2.741 1.563 -3.320 -0.544 -0.869 -0.030 0.258
O -2.600 1.088 -2.493 0.784 0.793 0.746 -0.522
H 1.663 3.517 -1.909 -0.044 -0.139 -0.416 0.285
H 1.013 2.755 -3.141 0.244 0.386 -0.053 0.260
O 1.076 2.800 -2.184 0.017 0.557 -0.138 -0.543



Respective max |F| values: 5.6 0.7 4.1 2.1 4.9 4.0 eV/Å.